14
Properties=species:S:1:pos:R:3:forces:R:3 method="wB97M-V/def2-TZVPD" orbital_gap_ev=9.731 spin_multiplicity=1 smiles="C=CO.CC=O" e_homo_ev=-9.07 total_charge=0
C 1.447 0.541 -1.262 -0.05 -0.10 0.01
C 0.128 1.265 -1.243 -0.17 -0.08 -0.22
O -0.885 0.838 -1.743 0.44 0.22 0.20
C -1.588 -1.269 0.620 0.11 0.07 0.09
C -0.668 -0.945 1.519 -0.22 -0.33 -0.12
O -0.149 0.321 1.611 0.10 0.02 0.13
H 2.072 0.959 -2.062 -0.11 -0.02 0.12
H 1.286 -0.522 -1.454 0.03 0.14 0.01
H 1.975 0.684 -0.314 -0.08 -0.01 -0.13
H 0.439 0.364 2.372 -0.08 0.03 -0.11
H 0.137 2.263 -0.756 -0.05 -0.10 -0.04
H -1.955 -2.288 0.570 0.08 0.15 0.06
H -1.971 -0.539 -0.085 0.05 -0.12 0.11
H -0.267 -1.669 2.228 -0.05 0.12 -0.11

35
Properties=species:S:1:pos:R:3:forces:R:3 method="wB97M-V/def2-TZVPD" orbital_gap_ev=9.751 spin_multiplicity=1 smiles="CCCCCCC(=O)Nc1nnc(CC)s1" e_homo_ev=-9.00 total_charge=0
C 4.587 3.402 2.208 -0.19 0.08 0.17
C 3.346 3.172 3.061 0.12 -0.21 0.00
C 2.710 1.793 2.880 -0.21 0.28 -0.03
C 2.148 1.539 1.473 0.26 -0.26 0.21
C 3.099 0.729 0.592 -0.22 0.18 -0.12
C 2.585 0.575 -0.847 0.23 -0.24 0.19
C 1.331 -0.262 -0.864 0.15 0.65 -0.19
O 1.318 -1.470 -0.819 0.25 -0.31 0.07
N 0.164 0.460 -0.907 0.12 0.29 -0.07
C -1.070 -0.131 -0.887 -0.36 -1.06 0.06
N -2.174 0.537 -0.911 1.33 1.11 -0.04
N -3.250 -0.244 -0.885 -1.45 -0.46 0.01
C -2.996 -1.500 -0.841 1.01 -0.40 0.01
C -4.019 -2.574 -0.803 -0.30 -0.14 0.01
C -5.435 -2.015 -0.868 0.13 -0.12 0.01
H -6.159 -2.825 -0.836 -0.07 -0.05 0.00
H -5.573 -1.450 -1.785 -0.07 0.07 -0.05
H -5.612 -1.346 -0.031 -0.08 0.08 0.04
H -3.841 -3.254 -1.641 -0.01 -0.04 0.07
H -3.882 -3.153 0.115 0.00 -0.05 -0.07
S -1.267 -1.864 -0.825 -0.82 0.63 -0.02
H 0.168 1.470 -0.930 0.07 -0.10 0.00
H 3.341 0.052 -1.436 -0.12 0.03 -0.08
H 2.403 1.555 -1.290 0.02 0.02 -0.04
H 3.231 -0.265 1.023 0.08 -0.01 0.01
H 4.076 1.212 0.559 0.05 -0.05 0.02
H 1.930 2.498 0.996 -0.09 0.08 -0.07
H 1.205 0.994 1.559 -0.04 0.07 -0.04
H 1.900 1.705 3.606 0.04 -0.08 0.04
H 3.445 1.022 3.120 0.02 -0.09 0.07
H 2.604 3.941 2.832 -0.05 0.03 0.07
H 3.618 3.285 4.114 -0.05 0.08 0.01
H 5.321 2.618 2.384 0.12 -0.08 -0.04
H 4.339 3.418 1.150 0.04 -0.01 -0.17
H 5.042 4.357 2.460 0.09 0.07 -0.06

23
Properties=species:S:1:pos:R:3:forces:R:3 method="wB97M-V/def2-TZVPD" orbital_gap_ev=7.700 spin_multiplicity=1 smiles="C/C(N)=C/CCC[NH3+]" e_homo_ev=-11.20 total_charge=+1
C -0.226 2.376 -0.037 -0.25 0.56 0.66
C 0.433 1.631 -1.173 -0.63 -0.53 -0.49
C 0.190 0.111 -1.176 0.85 0.16 0.68
N -0.297 -2.633 -0.269 -0.53 0.48 -0.49
C 0.468 -1.783 0.478 0.67 -0.28 0.70
C 0.772 -0.538 0.073 -0.77 0.91 -0.70
C 1.090 -2.376 1.725 0.12 0.16 -0.86
N -1.676 1.971 0.154 0.05 -1.76 -0.13
H -0.233 3.451 -0.171 0.04 0.17 -0.21
H 0.224 2.205 0.940 0.17 -0.30 -0.16
H 0.093 1.990 -2.144 -0.06 0.40 0.05
H 1.488 1.850 -1.120 0.43 0.04 0.06
H 0.699 -0.276 -2.059 -0.30 -0.09 -0.29
H -0.889 -0.051 -1.298 0.02 -0.38 -0.22
H -0.614 -3.539 0.024 0.13 0.10 0.40
H -0.812 -2.231 -1.034 0.09 -0.27 -0.10
H 1.561 0.075 0.495 -0.11 -0.45 0.61
H 1.418 -1.585 2.395 -0.17 -0.14 0.11
H 0.399 -3.072 2.200 0.10 0.09 0.19
H 1.978 -2.916 1.397 0.03 -0.25 0.19
H -1.711 0.944 0.029 0.16 0.22 -0.09
H -2.330 2.334 -0.535 -0.02 0.43 0.08
H -2.027 2.063 1.106 -0.02 0.73 0.00

116
Properties=species:S:1:pos:R:3:forces:R:3 method="wB97M-V/def2-TZVPD" orbital_gap_ev="7.484 / 5.931" spin_multiplicity=3 e_homo_ev="-14.58 / -14.57" total_charge=+3 s2=2.022
Mo -0.866 -0.102 -0.858 0.60 1.23 0.39
C -4.490 -0.077 -4.922 -0.06 0.08 -0.22
N -4.022 -0.124 -3.540 0.15 -0.07 0.08
C -4.752 -0.566 -2.464 -0.04 0.00 0.04
C -3.940 -0.492 -1.377 0.05 -0.07 -0.05
N -2.721 -0.010 -1.787 -0.55 0.05 -0.37
C -2.793 0.196 -3.105 0.10 0.08 0.03
P -1.496 0.993 -4.144 0.07 -0.05 0.20
C -1.207 2.279 -2.887 0.01 0.02 -0.02
N -0.878 1.961 -1.637 -0.08 0.67 0.03
C -0.676 3.144 -0.977 0.11 -0.04 -0.03
C -0.886 4.175 -1.844 0.02 0.01 0.13
N -1.223 3.613 -3.044 0.03 -0.13 -0.01
C -1.536 4.334 -4.273 -0.09 0.07 -0.22
C 0.085 0.172 -3.671 -0.11 -0.01 0.04
N 0.502 -0.089 -2.428 0.25 0.11 -0.40
C 1.807 -0.507 -2.505 -0.08 -0.07 0.12
C 2.176 -0.489 -3.812 0.03 -0.03 0.05
N 1.088 -0.056 -4.531 -0.08 0.01 0.11
C 1.029 0.092 -5.981 -0.04 0.02 -0.26
H -5.399 -0.665 -5.005 0.01 -0.02 0.04
H -3.736 -0.504 -5.580 -0.01 -0.03 0.03
H -4.702 0.945 -5.229 -0.01 0.00 0.06
H -5.777 -0.883 -2.557 0.01 0.02 -0.04
H -4.133 -0.755 -0.351 -0.02 0.00 -0.02
H -0.397 3.177 0.058 -0.02 0.09 -0.01
H -0.832 5.241 -1.706 0.01 -0.01 -0.02
H -1.395 5.398 -4.105 0.03 -0.01 0.04
H -2.569 4.162 -4.567 0.00 -0.01 0.06
H -0.878 4.015 -5.079 0.04 0.01 0.04
H 2.347 -0.809 -1.625 0.05 -0.06 -0.05
H 3.111 -0.746 -4.278 -0.02 0.02 -0.05
H 2.010 -0.115 -6.397 0.02 -0.01 0.05
H 0.743 1.106 -6.254 0.04 0.01 0.04
H 0.311 -0.607 -6.406 0.02 -0.04 0.06
C -1.355 -4.141 0.860 0.03 -0.02 0.08
C -1.205 -2.956 -0.020 -0.01 0.21 0.07
N -1.002 -1.723 0.374 -0.14 -1.12 0.87
O -0.776 -1.537 1.727 -0.17 0.03 0.25
C -1.319 -3.074 -1.430 -0.03 -0.17 -0.13
C -1.593 -4.352 -2.144 0.00 0.05 0.03
N -1.150 -1.931 -2.051 -0.25 -0.81 -0.38
O -1.296 -1.895 -3.299 0.11 0.28 -0.08
H -1.064 -3.974 1.893 -0.02 -0.01 -0.01
H -0.767 -4.962 0.455 0.02 0.02 -0.01
H -2.404 -4.451 0.859 -0.01 0.04 -0.04
H -0.177 -2.250 2.001 0.22 0.06 -0.06
H -2.549 -4.778 -1.831 0.00 -0.01 0.00
H -0.807 -5.077 -1.928 0.01 0.00 0.01
H -1.619 -4.169 -3.213 -0.02 -0.04 0.01
C 4.011 1.680 0.362 -0.18 -0.05 0.16
C 2.790 2.470 0.794 0.37 0.21 -0.26
C 3.127 3.885 1.216 -0.09 -0.10 0.05
O 2.138 1.825 1.954 -0.29 -0.25 0.02
P 1.239 0.544 1.816 0.66 0.07 0.50
O 0.825 0.377 0.381 -0.44 -0.22 -0.47
C -0.115 0.864 2.997 -0.12 0.01 -0.68
P -1.570 1.523 2.146 -0.26 0.25 0.62
O -1.799 0.952 0.774 0.13 -0.31 -0.35
O -1.369 3.079 2.007 -0.05 -0.32 0.04
C -1.343 3.977 3.191 -0.03 0.33 0.18
C -2.204 5.180 2.862 -0.02 -0.14 -0.01
C 0.084 4.398 3.513 -0.10 -0.08 -0.15
O -2.732 1.231 3.146 0.32 0.00 -0.31
C -4.084 1.830 3.019 -0.44 0.02 0.09
C -4.883 1.125 1.940 0.23 -0.06 0.09
C -4.723 1.718 4.384 0.14 0.01 -0.05
O 2.006 -0.738 2.270 -0.30 0.34 -0.22
C 2.893 -0.970 3.421 0.31 -0.07 0.41
C 4.297 -0.495 3.114 -0.15 0.00 -0.14
C 2.345 -0.368 4.701 -0.10 -0.03 -0.21
H 4.399 2.106 -0.562 0.00 0.00 -0.01
H 3.751 0.635 0.180 0.07 -0.01 -0.02
H 4.795 1.730 1.117 0.02 -0.02 -0.02
H 2.060 2.474 -0.016 -0.06 -0.02 0.05
H 3.599 3.883 2.199 0.05 0.00 -0.02
H 2.242 4.519 1.253 -0.01 -0.01 0.05
H 3.829 4.316 0.504 -0.02 0.03 -0.02
H 0.207 1.583 3.749 0.05 0.03 -0.04
H -0.400 -0.060 3.490 -0.03 -0.04 0.00
H -1.780 3.423 4.024 0.04 -0.08 -0.03
H -1.853 5.644 1.940 0.00 0.02 0.01
H -2.110 5.907 3.668 -0.02 0.02 0.00
H -3.258 4.928 2.755 0.01 -0.01 -0.02
H 0.350 5.294 2.953 0.05 -0.02 -0.03
H 0.811 3.624 3.274 0.03 -0.05 0.06
H 0.161 4.633 4.574 0.01 0.03 -0.01
H -3.947 2.877 2.749 0.11 0.00 0.01
H -4.992 0.067 2.186 -0.01 0.00 -0.02
H -4.409 1.228 0.965 -0.03 0.02 -0.02
H -5.877 1.569 1.893 -0.01 0.01 0.00
H -4.876 0.672 4.647 -0.02 0.01 0.01
H -5.690 2.220 4.362 -0.02 -0.02 0.03
H -4.109 2.188 5.152 -0.01 0.01 -0.01
H 2.885 -2.058 3.501 -0.05 0.02 -0.04
H 4.342 0.593 3.101 0.03 0.00 0.02
H 4.636 -0.880 2.152 0.02 0.00 0.01
H 4.972 -0.857 3.888 -0.01 0.00 0.01
H 2.314 0.721 4.628 0.03 0.00 0.08
H 3.008 -0.631 5.523 0.01 0.02 0.01
H 1.352 -0.752 4.938 0.02 0.01 0.03
C 3.291 -5.631 -2.479 -0.04 -0.05 -0.09
N 3.612 -5.433 -1.086 0.18 0.05 0.03
C 4.615 -6.266 -0.418 -0.03 -0.08 0.00
C 4.737 -5.615 0.966 0.01 0.02 0.03
N 3.556 -4.750 0.986 0.18 -0.19 0.01
C 3.026 -4.589 -0.242 -0.08 0.02 0.07
S 1.796 -3.484 -0.607 -0.05 0.10 0.10
H 2.826 -6.606 -2.635 0.01 0.00 0.02
H 4.206 -5.586 -3.072 -0.01 0.01 0.00
H 2.606 -4.853 -2.803 0.01 0.01 0.02
H 5.550 -6.252 -0.977 0.00 -0.01 0.02
H 4.267 -7.300 -0.358 -0.03 0.02 -0.02
H 5.654 -5.030 1.059 -0.02 0.02 -0.01
H 4.706 -6.343 1.774 0.00 -0.02 -0.02
H 3.383 -4.083 1.713 -0.07 0.09 -0.04

13
Properties=species:S:1:pos:R:3:forces:R:3 method="wB97M-V/def2-TZVPD" orbital_gap_ev="6.708 / 2.804" spin_multiplicity=3 e_homo_ev="-20.10 / -20.37" total_charge=+3 s2=2.033
Cu -5.928 0.736 1.788 0.65 -0.30 -0.29
Cu -3.470 -2.306 -0.867 -0.36 0.34 0.39
Cl -3.766 -0.277 0.760 -0.86 -0.19 -0.05
N 2.127 -0.382 -0.763 0.69 0.02 -0.94
C 0.794 -0.548 -0.964 0.25 0.78 1.24
C 0.160 0.278 0.016 -0.08 0.32 0.42
C 1.128 0.979 0.700 -1.41 -0.31 -0.13
C 2.372 0.542 0.199 0.23 -0.28 -0.18
H 2.847 -0.709 -1.401 -0.02 -0.22 0.18
H 0.355 -1.183 -1.713 0.33 -0.09 -0.17
H -0.890 0.347 0.264 0.07 -0.03 -0.40
H 0.905 1.705 1.464 0.44 0.01 0.13
H 3.367 0.819 0.517 0.07 -0.04 -0.20

18
Properties=species:S:1:pos:R:3:forces:R:3 method="wB97M-V/def2-TZVPD" orbital_gap_ev=9.559 spin_multiplicity=1 smiles="[H]/N=C(/NS)[C@@H](C)SC" e_homo_ev=-8.88 total_charge=0
C 1.580 -1.279 1.148 -0.31 1.36 1.98
C 0.896 0.756 -0.572 1.37 -0.02 -0.94
C 1.001 1.998 0.298 -1.06 0.85 0.32
C -0.410 0.003 -0.604 0.51 -2.60 -0.95
H 0.757 -1.968 0.955 0.23 0.15 -0.59
H 2.382 -1.783 1.667 0.22 -0.33 0.05
H 1.222 -0.499 1.893 0.15 -1.04 -0.63
H 1.091 0.993 -1.646 -0.06 0.19 0.81
H 0.818 1.785 1.377 0.31 -0.02 -0.67
H 0.243 2.773 0.009 0.64 -0.51 0.11
H 1.994 2.439 0.194 -0.19 -0.05 0.07
H 0.314 -1.449 -1.507 1.22 -0.49 -0.68
H -1.159 1.367 0.629 -0.19 0.84 0.61
H -3.436 -0.152 -0.795 -0.30 0.16 -0.92
N -0.571 -1.157 -1.181 -1.07 2.42 1.36
N -1.422 0.636 0.023 -1.58 -0.96 -0.20
S 2.342 -0.330 -0.157 -0.79 -0.32 -0.72
S -2.885 -0.215 0.389 0.89 0.39 0.99

52
Properties=species:S:1:pos:R:3:forces:R:3 method="wB97M-V/def2-TZVPD" orbital_gap_ev=5.693 spin_multiplicity=1 e_homo_ev=-1.94 total_charge=-2
Cs -1.112 2.107 0.339 -0.15 -0.11 -0.03
Cl 2.893 0.299 -0.851 0.01 0.00 0.02
C 3.032 0.869 0.821 -0.03 0.02 -0.03
C 1.889 1.306 1.454 0.05 -0.04 -0.09
C 2.086 1.738 2.742 0.02 0.03 0.08
Cl 0.674 2.339 3.640 -0.03 0.03 0.05
C 3.313 1.757 3.402 0.05 0.01 -0.06
Cl 3.482 2.326 5.031 -0.01 0.01 0.03
C 4.438 1.310 2.710 -0.07 -0.02 0.04
Cl 5.990 1.310 3.476 0.02 0.01 0.01
C 4.299 0.856 1.399 0.02 -0.03 -0.03
Cl 5.699 0.292 0.541 0.00 0.01 0.00
N -3.613 0.469 0.141 0.02 0.03 -0.01
C -4.701 -0.144 0.134 0.06 0.05 0.04
C -6.031 0.550 0.412 -0.01 -0.02 0.02
C -6.225 1.852 -0.046 -0.01 0.01 0.00
C -7.383 2.552 0.252 0.00 0.00 0.00
C -8.374 1.968 1.035 0.00 0.01 0.00
C -8.190 0.678 1.510 0.01 -0.01 0.00
C -7.034 -0.025 1.191 0.00 0.01 -0.01
C -4.806 -1.644 -0.135 0.04 0.00 -0.01
C -3.711 -2.450 0.173 -0.02 0.01 0.01
C -3.715 -3.807 -0.106 0.00 0.00 0.00
C -4.818 -4.392 -0.721 0.00 0.00 0.00
C -5.909 -3.602 -1.048 0.00 0.00 0.00
C -5.904 -2.243 -0.749 0.00 0.00 -0.01
H -5.426 2.305 -0.620 0.00 -0.01 0.00
H -7.514 3.562 -0.121 0.00 0.00 0.00
H -9.277 2.518 1.276 0.00 0.00 0.00
H -8.948 0.216 2.134 0.00 0.00 0.00
H -6.900 -1.035 1.563 0.00 0.00 0.00
H -2.852 -1.961 0.618 0.00 -0.01 0.00
H -2.854 -4.414 0.150 0.00 0.00 0.00
H -4.820 -5.453 -0.947 0.00 0.00 0.00
H -6.770 -4.042 -1.540 0.00 0.00 0.00
H -6.765 -1.638 -1.008 0.00 0.00 0.00
O 2.063 9.462 -0.537 -0.01 0.03 0.02
S 2.111 8.279 -1.362 0.02 0.00 -0.06
O 2.758 8.419 -2.645 0.00 0.02 0.02
N 0.639 7.605 -1.517 -0.03 -0.05 0.02
C 0.576 6.409 -0.967 -0.02 0.01 -0.04
S -0.789 5.422 -0.953 0.04 0.06 0.00
C 1.871 5.972 -0.325 0.00 0.01 0.02
C 2.171 4.795 0.339 -0.03 -0.03 -0.01
C 3.450 4.625 0.852 0.02 0.02 0.01
C 4.417 5.618 0.707 -0.01 0.00 -0.01
C 4.119 6.801 0.041 0.03 -0.03 0.00
C 2.843 6.943 -0.463 0.02 -0.01 0.02
H 1.425 4.021 0.452 0.00 0.00 0.00
H 3.696 3.706 1.371 0.00 -0.01 0.00
H 5.408 5.463 1.116 0.00 0.00 0.00
H 4.859 7.581 -0.085 0.00 0.01 0.00

18
Properties=species:S:1:pos:R:3:forces:R:3 method="wB97M-V/def2-TZVPD" orbital_gap_ev="5.143 / 9.391" spin_multiplicity=1 e_homo_ev="-6.97 / -9.30" total_charge=0
C 2.399 -0.378 0.023 1.59 -1.08 -0.89
C 1.225 -1.301 0.478 0.12 0.57 -0.18
C -1.092 0.385 -0.221 0.04 -2.01 0.14
C -1.116 0.858 1.195 0.10 -1.63 0.26
C -2.128 0.840 -1.204 3.58 -0.14 -1.26
O 2.227 0.935 0.306 0.26 -1.79 -0.19
P -0.290 -1.198 -0.538 -0.91 0.35 1.39
H 3.388 -0.955 0.607 -2.32 1.95 -1.29
H 2.499 -0.670 -1.119 0.38 0.93 1.75
H 1.590 -2.315 0.387 -0.02 -0.37 0.15
H 0.991 -1.070 1.505 -0.13 -0.27 0.41
H -2.038 0.864 1.799 0.00 -0.12 -0.63
H -0.681 1.792 1.217 0.45 2.67 -0.05
H -0.339 0.345 1.754 -0.24 -0.48 0.29
H -1.913 1.887 -1.190 -0.65 1.15 -0.48
H -3.112 0.624 -0.984 -2.15 -0.41 0.73
H -1.870 0.451 -2.225 -0.40 0.36 0.80
H 0.260 -1.093 -1.788 0.30 0.31 -0.95